47
Properties=species:S:1:pos:R:3:mulliken_charge:R:1 method="wB97M-V/def2-TZVPD" total_charge=0 homo_energy_ev=-8.0 smiles="CCN(CC)S(=O)(=O)CC[P@](=O)(O)CN1CCCCC1" molar_mass_g_mol=326.40 e_above_lowest_kcal_mol=3.6
C 2.056 2.468 0.119 -1.105
C 2.488 1.443 1.162 -0.465
N 3.291 0.362 0.639 0.063
C 4.627 0.604 0.144 -0.852
C 4.713 0.652 -1.380 -0.952
S 2.679 -1.150 0.529 1.148
O 3.776 -2.074 0.510 -0.702
O 1.700 -1.326 1.574 -0.745
C 1.827 -1.314 -1.080 -0.557
C 0.609 -2.179 -0.884 -1.209
P -0.677 -1.186 0.038 1.081
O -0.314 0.242 0.082 -0.648
O -0.872 -1.887 1.461 -0.551
C -2.262 -1.693 -0.825 -1.239
N -3.513 -1.062 -0.554 0.107
C -3.803 0.185 -1.232 -1.056
C -3.298 1.435 -0.508 -0.011
C -3.859 1.453 0.911 -0.917
C -3.447 0.167 1.619 -0.054
C -3.946 -1.046 0.829 -1.038
H 1.480 3.248 0.610 0.402
H 1.419 2.001 -0.626 0.212
H 2.915 2.925 -0.365 0.380
H 3.050 1.939 1.963 0.405
H 1.606 0.974 1.594 0.280
H 4.975 1.546 0.574 0.432
H 5.261 -0.207 0.511 0.402
H 4.005 1.365 -1.791 0.255
H 4.504 -0.331 -1.794 0.246
H 5.717 0.944 -1.679 0.406
H 2.558 -1.754 -1.753 0.507
H 1.549 -0.314 -1.398 0.305
H 0.867 -3.071 -0.314 0.466
H 0.201 -2.488 -1.848 0.552
H -0.060 -1.734 1.965 0.529
H -2.358 -2.761 -0.598 0.402
H -2.056 -1.593 -1.895 0.392
H -3.390 0.136 -2.242 0.415
H -4.896 0.243 -1.317 0.408
H -3.609 2.324 -1.059 0.406
H -2.210 1.416 -0.463 -0.048
H -3.482 2.321 1.455 0.384
H -4.950 1.522 0.875 0.355
H -2.360 0.132 1.687 0.022
H -3.856 0.131 2.630 0.403
H -3.612 -1.970 1.304 0.373
H -5.044 -1.038 0.818 0.408

46
Properties=species:S:1:pos:R:3:mulliken_charge:R:1 method="wB97M-V/def2-TZVPD" total_charge=+1 homo_energy_ev="-10.2 / -11.7" molar_mass_g_mol=310.32 s_squared=3.757 spin_multiplicity=4
V 0.153 -0.499 -0.343 0.248
C -2.941 0.900 -0.571 -0.686
C -2.274 0.907 0.825 -0.847
N -1.286 -0.138 1.052 0.185
C -0.635 0.004 2.354 -0.641
C 0.487 -1.029 2.471 -0.904
N 1.307 -1.035 1.253 -0.068
C 2.572 -0.302 1.316 -0.934
C 2.436 1.201 1.584 -0.580
C 1.595 2.056 0.606 -0.857
N 1.084 1.351 -0.572 -0.082
C 0.151 2.189 -1.338 -0.504
C -0.476 1.369 -2.470 -0.918
N -0.950 0.083 -1.947 -0.040
C -2.383 -0.027 -1.655 -0.924
H -3.984 0.600 -0.454 0.414
H -2.958 1.924 -0.951 0.230
H -1.771 1.866 0.988 0.337
H -3.066 0.832 1.585 0.554
H -1.753 -1.047 1.023 0.444
H -0.226 1.014 2.425 0.209
H -1.350 -0.129 3.178 0.482
H 1.088 -0.826 3.366 0.466
H 0.033 -2.018 2.587 0.425
H 1.539 -2.008 1.058 0.295
H 3.211 -0.710 2.112 0.420
H 3.089 -0.469 0.364 0.343
H 2.041 1.331 2.591 0.240
H 3.453 1.595 1.599 0.407
H 0.728 2.457 1.135 0.304
H 2.200 2.916 0.293 0.573
H 1.887 1.167 -1.181 0.366
H -0.637 2.528 -0.663 0.177
H 0.643 3.082 -1.753 0.465
H -1.287 1.939 -2.936 0.423
H 0.283 1.186 -3.239 0.403
H -0.783 -0.636 -2.652 0.357
H -2.970 0.173 -2.565 0.509
H -2.551 -1.067 -1.366 0.351
C 1.173 -3.181 -1.668 -0.873
C -0.122 -3.356 -0.835 0.643
O -0.601 -4.458 -0.670 -0.640
O -0.610 -2.277 -0.343 -0.609
H 1.280 -4.033 -2.335 0.348
H 2.038 -3.170 -1.001 0.233
H 1.143 -2.253 -2.255 0.258

52
Properties=species:S:1:pos:R:3:mulliken_charge:R:1 method="wB97M-V/def2-TZVPD" total_charge=+1 homo_energy_ev="-9.2 / -9.4" molar_mass_g_mol=401.24 e_above_lowest_kcal_mol=29.1 s_squared=0.943 spin_multiplicity=2
O -0.296 4.480 -0.837 -0.796
H -0.181 4.507 0.156 0.137
Ti 0.137 0.092 0.064 -0.662
N -0.930 0.988 -1.479 1.182
N -1.750 0.462 0.841 1.094
N 1.903 -0.472 -0.780 0.605
N 0.689 -1.330 1.384 0.716
O -0.560 0.903 -2.681 -0.605
O 2.433 -0.175 -2.033 -0.522
O 0.078 -1.609 2.584 -0.502
O -2.061 0.009 2.031 -0.832
C -2.513 1.391 0.182 0.146
C -2.054 1.675 -1.118 0.540
C 2.431 -1.536 -0.156 0.502
C 1.824 -1.963 1.054 0.399
C -2.641 2.587 -2.111 -1.569
H -1.906 3.322 -2.418 0.300
H -3.482 3.111 -1.677 0.421
H -2.977 2.039 -2.988 0.349
C -3.645 2.019 0.880 -1.626
H -3.303 2.547 1.765 0.341
H -4.390 1.297 1.198 0.344
H -4.109 2.733 0.228 0.388
C 3.567 -2.240 -0.747 -1.531
C 2.376 -3.027 1.900 -1.707
H 3.969 -1.612 -1.543 0.442
H 3.301 -3.212 -1.186 0.346
H 4.348 -2.452 -0.012 0.432
H 1.619 -3.375 2.610 0.436
H 3.252 -2.704 2.483 0.355
H 2.726 -3.894 1.334 0.425
H 1.723 0.345 -2.509 0.332
H -0.802 -1.140 2.513 0.438
C 0.889 1.537 1.169 -0.519
H 0.857 2.509 0.635 0.056
H 1.915 1.152 1.312 0.311
H 0.441 1.552 2.175 0.339
O 1.872 3.078 -2.710 -0.621
H 1.380 3.892 -2.484 0.333
H 2.188 2.799 -1.830 0.288
C -1.586 -3.812 -2.311 -0.761
N -2.018 -3.529 -0.947 0.170
C -2.947 -4.433 -0.278 -0.788
C -1.594 -2.398 -0.369 0.163
O -0.834 -1.599 -0.953 -0.558
H -2.079 -4.740 -2.606 0.319
H -0.497 -3.908 -2.333 0.257
H -1.865 -2.973 -2.955 0.303
H -2.538 -4.854 0.642 0.340
H -3.880 -3.941 0.002 0.338
H -3.188 -5.254 -0.949 0.247
H -1.961 -2.253 0.653 0.465

53
Properties=species:S:1:pos:R:3:mulliken_charge:R:1 method="wB97M-V/def2-TZVPD" total_charge=0 homo_energy_ev="-5.6 / -7.5" molar_mass_g_mol=486.85 s_squared=0.751 spin_multiplicity=2
Cd 4.082 27.093 -26.674 0.567
C 1.759 27.569 -29.110 0.129
O 2.425 27.387 -27.944 -0.664
H 1.531 28.576 -29.459 -0.305
H 2.251 27.056 -29.936 -0.104
H 0.775 27.105 -29.032 0.298
C 2.751 32.527 -32.248 -0.966
C 2.838 31.016 -31.991 0.638
O 3.849 30.465 -32.469 -0.668
N 1.802 30.269 -31.715 -0.135
C 0.574 30.660 -31.007 -1.050
H 1.845 33.058 -31.959 0.353
H 3.081 32.746 -33.263 0.289
H 3.440 32.998 -31.546 0.260
H 1.839 29.261 -31.665 0.259
H -0.032 29.760 -30.903 0.408
H 0.056 31.385 -31.634 0.383
H 0.826 30.870 -29.968 0.237
C 6.909 30.020 -27.768 -1.285
C 5.430 29.989 -27.411 0.746
O 4.996 28.936 -27.049 -0.442
N 4.729 31.007 -27.815 -0.136
C 3.291 31.191 -27.602 -0.720
H 7.155 31.078 -27.682 0.416
H 7.210 29.726 -28.774 0.265
H 7.570 29.456 -27.109 0.310
H 5.246 31.780 -28.207 0.250
H 2.686 30.321 -27.855 0.085
H 3.069 31.999 -28.300 0.321
H 3.063 31.395 -26.556 0.301
C 5.131 23.949 -29.364 -1.050
C 5.271 25.451 -29.286 0.604
O 5.385 26.003 -28.204 -0.639
N 5.373 26.161 -30.403 -0.139
C 5.488 27.660 -30.427 -0.696
H 4.327 23.556 -28.742 0.306
H 6.037 23.356 -29.236 0.326
H 4.626 23.709 -30.299 0.314
H 4.810 25.769 -31.144 0.349
H 4.634 28.176 -29.987 0.145
H 5.468 28.031 -31.452 0.415
H 6.407 28.094 -30.033 0.135
C 1.799 24.054 -31.269 0.355
C 1.396 23.249 -30.023 -0.333
O 0.018 23.122 -30.042 -0.399
S -0.669 24.557 -30.583 1.019
O -0.788 25.473 -29.484 -0.501
O -1.889 24.174 -31.264 -0.552
O 0.670 24.890 -31.486 -0.331
H 2.090 23.535 -32.182 0.317
H 2.626 24.738 -31.074 -0.320
H 1.685 23.629 -29.043 0.309
H 1.672 22.198 -30.102 0.327

49
Properties=species:S:1:pos:R:3:mulliken_charge:R:1 method="wB97M-V/def2-TZVPD" total_charge=+2 homo_energy_ev="-13.4 / -13.4" molar_mass_g_mol=595.59 s_squared=2.004 spin_multiplicity=3
C -1.771 1.317 -1.381 -0.307
I -2.658 -0.370 1.213 -0.361
H -1.870 0.240 -1.644 0.180
H -1.346 1.441 -0.367 -0.509
H -1.094 1.793 -2.109 0.511
Pr 0.300 -1.835 0.014 1.010
P 2.514 -2.779 -1.378 0.670
C 3.888 -2.778 -0.205 -1.018
C 1.985 -4.529 -1.493 -1.340
H 2.782 -5.122 -1.948 0.432
H 3.712 -3.288 -3.434 0.382
H 1.072 -4.588 -2.094 0.429
H 2.393 -2.088 -3.667 0.315
H 3.522 -2.515 0.799 0.244
H 1.746 -4.929 -0.502 0.424
C 3.216 -2.405 -3.009 -1.143
H 4.362 -3.765 -0.184 0.360
H 3.920 -1.571 -2.911 0.384
H 4.604 -2.010 -0.515 0.367
P -3.377 2.114 -1.387 0.954
C -3.359 3.019 0.153 -0.968
C -3.429 3.192 -2.817 -1.203
H -3.910 0.023 -2.376 0.379
H -5.405 0.987 -2.072 0.417
H -4.562 0.099 -0.727 0.258
C -4.439 0.675 -1.654 -1.040
H -3.094 2.603 -3.687 0.383
H -4.470 3.531 -2.945 0.405
H -3.845 3.995 0.014 0.424
H -2.313 3.204 0.438 0.211
H -2.751 4.046 -2.663 0.384
H -3.830 2.477 0.971 0.326
Cl -0.883 -2.760 -2.198 -0.488
C 1.694 -0.985 4.570 -0.814
N 1.401 0.039 3.569 0.114
C 1.320 1.370 3.873 -0.136
C 0.963 2.236 2.883 -0.854
C 0.712 1.738 1.593 0.819
N 0.870 0.427 1.290 -0.173
C 1.211 -0.391 2.319 0.495
O 1.232 -1.671 2.113 -0.734
N 0.304 2.589 0.594 -0.391
H 0.842 -1.672 4.715 0.314
H 1.897 -0.440 5.496 0.273
H 2.566 -1.598 4.275 0.322
H 1.558 1.591 4.908 0.399
H 0.860 3.303 3.072 0.370
H 0.248 3.575 0.834 0.247
H 0.711 2.467 -0.339 0.273